Entry 1:
47
Properties=species:S:1:pos:R:3:forces:R:3:nbo_charge:R:1 method="wB97M-V/def2-TZVPD" homo_ev="-8.76 / -8.76" orbital_gap_ha="0.206 / 0.220" s_squared=6.03 e_lumo_ev="-3.15 / -2.78" spin_multiplicity=5 e_above_lowest_kcal_mol=92.4
Cr 2.143366 3.551593 -0.016340 2.1 -2.7 1.7 1.594
C 4.809178 0.992029 1.188967 0.7 0.2 1.2 -0.724
C 4.757870 2.330177 0.527298 0.5 -0.3 -1.9 0.772
O 5.491755 2.614063 -0.398672 0.0 -0.1 0.2 -0.592
O 3.868676 3.210032 0.959474 -3.0 1.0 -0.4 -0.866
H 3.891795 0.413024 1.155946 -0.1 0.2 0.0 0.234
H 5.080550 1.227347 2.225915 -0.4 -0.3 0.1 0.227
H 5.628790 0.378811 0.828789 -0.1 0.1 -0.4 0.250
N 1.167058 0.355285 0.373535 0.2 -1.2 1.2 0.744
O 1.571299 1.541601 0.131269 0.2 1.8 -1.0 -0.720
O 0.872136 0.077292 1.536808 0.0 0.4 -0.5 -0.473
O 1.148281 -0.488252 -0.509800 -0.1 0.7 -0.3 -0.435
C 1.639607 0.434085 5.078417 0.7 0.2 0.4 0.775
O 1.828128 0.312319 6.280352 -0.5 0.1 -0.5 -0.656
N 2.664674 0.834878 4.231542 -0.2 -0.1 -0.1 -0.858
N 0.442242 0.286579 4.421037 0.7 0.1 0.2 -0.860
H 2.578202 0.632949 3.248787 0.0 0.1 0.0 0.385
H 3.593467 0.803433 4.611465 0.0 -0.1 0.1 0.396
H -0.344380 0.018631 4.982222 0.0 -0.3 -0.1 0.401
H 0.551470 0.008561 3.457519 -0.7 0.1 0.1 0.408
C -3.128401 3.367786 -0.572076 -0.7 0.4 0.9 -0.255
O -2.006717 2.537064 -0.702051 -0.2 0.3 0.4 -0.552
C -2.174113 1.233768 -0.138884 0.9 0.0 -0.8 -0.064
C -2.639970 0.306524 -1.262559 0.2 -0.4 0.5 -0.234
N -2.988772 -0.999008 -0.725690 -0.6 1.0 0.4 -0.644
C -3.510888 -2.029853 -1.600329 0.2 -0.5 1.0 -0.230
C -2.409809 -2.691429 -2.407045 0.0 0.0 -0.7 -0.072
O -2.967823 -3.703048 -3.218853 -0.7 -0.1 0.0 -0.547
C -2.287852 -3.983073 -4.409407 0.8 -0.2 0.1 -0.241
H -3.395978 3.618962 0.467146 0.6 -0.2 0.2 0.162
H -4.078105 2.935211 -0.905466 0.3 -0.1 -0.7 0.171
H -2.903217 4.325766 -1.034205 -0.1 -0.2 -0.4 0.187
H -2.831052 1.202381 0.732920 -0.2 0.2 -0.1 0.184
H -1.161048 0.989733 0.182075 -0.2 -0.4 0.2 0.174
H -1.831649 0.196720 -1.994767 -0.1 0.6 -0.2 0.171
H -3.501684 0.827932 -1.684399 -0.1 -0.4 -0.4 0.187
H -2.250917 -1.304142 -0.106501 -0.1 -0.4 -0.1 0.363
H -4.343499 -1.681039 -2.211738 0.3 0.4 -0.2 0.201
H -3.987711 -2.751347 -0.929474 0.1 -0.3 -0.2 0.200
H -1.635311 -3.127023 -1.765579 0.0 0.1 0.2 0.168
H -1.918654 -1.925467 -3.021815 0.0 0.0 -0.1 0.158
H -2.750152 -4.827413 -4.918615 -0.3 0.1 0.2 0.193
H -1.258271 -4.293091 -4.180446 0.1 0.1 -0.2 0.162
H -2.265240 -3.132257 -5.100718 0.0 0.1 0.1 0.162
O 3.872917 -1.627766 -0.652075 0.0 0.0 0.1 -0.954
H 4.039282 -1.564439 -1.596990 0.0 0.0 0.0 0.468
H 2.930478 -1.435904 -0.556991 0.0 -0.1 -0.1 0.479

---

Entry 2:
39
Properties=species:S:1:pos:R:3:forces:R:3:nbo_charge:R:1 method="wB97M-V/def2-TZVPD" charge=-1 homo_ev=-2.72 orbital_gap_ha=0.188 e_lumo_ev=2.40 e_above_lowest_kcal_mol=0.0
Li -0.628804 0.401414 0.603930 -0.4 0.4 1.5 0.888
C -3.454874 0.484104 0.418840 0.7 1.5 -0.4 -0.631
C -3.199674 1.525644 1.536850 2.4 -1.6 1.7 -0.059
O -1.782474 1.767304 1.821150 -2.5 -0.4 -2.1 -1.000
H -2.633564 -0.232516 0.418920 -0.4 -0.4 0.2 0.174
H -3.352714 1.059554 -0.501230 -0.1 -0.3 -0.5 0.178
H -4.433104 0.003544 0.434520 0.0 -0.1 0.2 0.179
H -3.590064 1.024084 2.422360 -0.3 -0.2 0.7 0.106
H -3.903094 2.351214 1.428560 0.3 0.9 -0.5 0.103
C 2.475386 -1.474006 2.634300 -0.9 -0.2 0.8 -0.636
C 1.278296 -1.763956 1.666110 -0.8 1.1 1.3 -0.050
O 0.062046 -1.085136 1.907000 1.9 0.2 -1.5 -0.992
H 2.770666 -0.432576 2.762100 -0.4 0.3 -0.3 0.178
H 3.386986 -1.991926 2.336240 0.0 -0.4 -0.1 0.169
H 2.158926 -1.810006 3.621740 0.3 -0.1 0.3 0.191
H 1.064096 -2.828776 1.757700 0.4 -0.6 -0.2 0.114
H 1.825636 -1.595696 0.738630 -0.5 0.1 -1.4 0.076
C -2.077844 -2.123496 -2.309020 -1.3 -1.3 -0.6 -0.630
C -0.800054 -1.558656 -1.772890 -0.3 0.2 -0.9 0.054
C 0.270626 -1.731556 -2.853250 0.8 -0.8 0.1 -0.635
O -0.969684 -0.160256 -1.612220 0.4 0.8 0.5 -0.727
H -2.191464 -3.185346 -2.090670 0.2 -0.2 0.3 0.207
H -2.121394 -2.116656 -3.398130 0.1 0.4 -0.2 0.185
H -3.001024 -1.665866 -1.953480 0.3 0.3 0.3 0.236
H -0.642264 -1.951966 -0.768650 0.7 -0.1 -0.1 0.231
H 0.045526 -1.128486 -3.732870 -0.3 0.5 0.1 0.188
H 0.300176 -2.718646 -3.314650 0.0 -0.4 0.5 0.213
H 1.286596 -1.490896 -2.540240 -0.1 0.1 0.2 0.219
H -0.735804 0.204524 -2.468870 -0.2 0.5 0.1 0.464
C 2.900386 2.747014 0.364800 1.0 2.1 1.2 -0.079
C 1.836216 1.804974 -0.023770 1.5 -1.4 2.2 -0.120
O 0.645696 2.446124 -0.208160 -1.2 0.3 -1.6 -0.662
O 2.704386 3.504914 1.614980 0.2 -0.8 -1.4 -0.717
H 2.936726 3.496754 -0.425560 0.1 0.4 0.0 0.157
H 3.892346 2.295924 0.390080 0.0 -0.4 0.0 0.159
H 1.673796 1.100874 0.792290 0.2 -0.5 0.1 0.200
H 2.292326 1.279804 -0.862980 -0.6 -0.4 -0.5 0.151
H 0.676736 2.605834 -1.154270 -0.9 0.6 -0.1 0.453
H 3.034316 2.942824 2.319820 -0.2 -0.1 0.2 0.463

---

Entry 3:
38
Properties=species:S:1:pos:R:3:forces:R:3:nbo_charge:R:1 method="wB97M-V/def2-TZVPD" charge=+1 homo_ev=-12.49 orbital_gap_ha=0.357 e_lumo_ev=-2.78
C 3.540648 1.976734 1.991199 -0.1 -0.1 0.0 -0.616
C 2.294698 1.625543 1.119415 0.6 -0.2 -0.9 -0.684
P 1.982736 -0.203257 1.356775 0.9 -0.2 1.2 0.547
C 3.342984 -1.037268 0.335992 -1.1 0.5 0.0 -0.899
P 0.132116 -0.803206 0.371764 0.1 0.2 -0.1 0.655
C -1.378076 -0.490682 1.400938 -0.9 -0.6 -0.9 -0.699
C -2.556661 0.021502 0.473199 1.3 0.8 0.2 -0.390
C -3.407119 1.126593 1.140252 -1.6 -0.3 -0.6 -0.217
C -4.476474 0.515834 2.125250 1.1 -0.3 -0.2 -0.616
C -4.217767 1.813835 -0.015880 0.6 -0.4 0.5 -0.600
H 4.183268 1.093674 2.138329 -0.2 0.3 0.0 0.212
H 3.283294 2.372046 2.980074 -0.1 -0.2 -0.2 0.233
H 4.152181 2.729154 1.477057 -0.2 -0.2 0.1 0.237
H 1.429721 2.271407 1.306599 0.2 -0.3 0.1 0.248
H 2.604380 1.762996 0.066982 -0.4 0.0 0.3 0.230
H 3.607043 -1.960583 0.860217 0.0 0.2 -0.3 0.254
H 4.198100 -0.354447 0.259075 -0.2 -0.2 0.1 0.258
H 2.944971 -1.226442 -0.666625 0.5 -0.2 0.1 0.256
H 0.233873 -2.207243 0.153702 0.0 0.6 -0.1 0.083
H -0.003414 -0.202971 -0.916699 -0.3 -0.4 0.4 0.041
H -1.693857 -1.468782 1.798272 0.5 0.3 0.1 0.271
H -1.196037 0.183072 2.246214 0.3 -0.1 -0.4 0.272
H -3.166066 -0.811947 0.096615 0.1 0.2 0.3 0.227
H -2.072552 0.458122 -0.421276 -0.4 0.0 0.2 0.196
H -2.772039 1.847158 1.672664 -0.1 -0.2 -0.2 0.202
H -4.269002 0.801695 3.165233 -0.2 -0.1 -0.3 0.222
H -4.397116 -0.582184 2.056004 -0.3 0.3 0.2 0.199
H -5.489774 0.818363 1.838770 0.3 -0.1 0.2 0.226
H -3.609769 2.514472 -0.602861 -0.2 -0.2 0.1 0.212
H -4.554502 0.990828 -0.668365 -0.1 0.5 0.1 0.205
H -5.089697 2.331209 0.399182 0.2 0.0 -0.3 0.222
C 2.169076 -2.499495 -4.806930 -0.2 -0.3 -0.1 -0.487
N 2.567647 -1.985666 -3.471596 0.0 -0.2 -0.3 0.544
O 2.094119 -2.523651 -2.489137 -0.3 -0.1 0.3 -0.415
O 3.341041 -1.062140 -3.445561 0.2 0.3 0.1 -0.358
H 1.476770 -3.322566 -4.668983 0.0 0.0 0.1 0.236
H 1.698921 -1.680475 -5.344338 0.1 0.0 0.0 0.243
H 3.072331 -2.831230 -5.311521 0.0 0.1 0.0 0.250

---

Entry 4:
36
Properties=species:S:1:pos:R:3:forces:R:3:nbo_charge:R:1 method="wB97M-V/def2-TZVPD" smiles=CC(C)O.CC(C)O.CC(C)O homo_ev=-9.60 orbital_gap_ha=0.378 e_lumo_ev=0.68 e_above_lowest_kcal_mol=6.4
C 2.729071 2.258626 -0.891153 -0.2 0.6 0.2 -0.633
C 1.337456 2.834181 -0.580130 0.2 -0.7 0.1 0.102
C 0.265082 2.311853 -1.529010 0.2 -0.1 -0.3 -0.636
O 0.979599 2.522250 0.764348 0.0 0.0 0.0 -0.745
H 2.816853 1.206586 -0.622037 -0.2 -0.1 -0.1 0.206
H 3.439471 2.812400 -0.274408 0.2 -0.1 -0.1 0.213
H 2.984874 2.391332 -1.944460 0.0 0.0 0.0 0.203
H 1.403697 3.923536 -0.609125 -0.1 0.0 -0.1 0.169
H 0.404136 2.632303 -2.566211 0.1 0.2 0.1 0.205
H -0.716560 2.629383 -1.181031 -0.1 -0.1 -0.1 0.212
H 0.313740 1.219265 -1.572437 -0.2 0.0 0.2 0.204
H 0.991155 1.554041 0.869370 0.2 0.2 0.0 0.488
C -3.602270 0.529352 -0.160201 -0.4 -0.9 0.2 -0.631
C -2.687769 -0.607958 0.338883 -0.3 1.5 -0.5 0.094
C -3.467344 -1.783259 0.880375 1.2 -0.8 0.0 -0.639
O -1.792572 -1.007579 -0.703943 0.1 -0.2 0.2 -0.745
H -3.063139 1.324460 -0.665357 0.2 0.0 0.1 0.223
H -4.157580 0.919624 0.697127 0.0 0.2 -0.1 0.216
H -4.343587 0.110244 -0.851580 0.0 0.1 0.0 0.194
H -2.051508 -0.118782 1.085923 0.0 -0.5 0.2 0.174
H -4.030858 -1.582706 1.787594 -0.4 0.2 -0.2 0.223
H -2.744191 -2.560994 1.159252 0.0 0.1 0.1 0.218
H -4.036727 -2.249844 0.073557 -0.5 0.3 0.2 0.205
H -2.301875 -1.193384 -1.501662 0.0 0.0 0.1 0.471
C 1.662643 -2.059977 -0.557989 -0.6 -0.5 -0.4 -0.637
C 1.416762 -1.668563 0.884474 0.6 0.0 -0.1 0.107
C 2.688712 -1.689641 1.751947 -0.6 0.7 -0.3 -0.634
O 0.852551 -0.359338 0.995200 -0.2 0.1 0.0 -0.759
H 2.123820 -3.050737 -0.578055 0.1 0.1 0.0 0.209
H 2.262869 -1.381005 -1.163028 0.1 0.2 0.3 0.211
H 0.686764 -2.163493 -1.045425 0.1 0.1 -0.1 0.217
H 0.678932 -2.381232 1.267448 0.1 0.0 0.2 0.157
H 3.009839 -0.652413 1.877672 -0.1 0.0 0.2 0.226
H 3.539196 -2.174850 1.279352 -0.2 -0.5 0.0 0.211
H 2.423856 -2.117619 2.714759 0.5 0.0 0.2 0.215
H -0.015099 -0.376063 0.569963 0.0 -0.1 -0.2 0.488

---

Entry 5:
38
Properties=species:S:1:pos:R:3:forces:R:3:nbo_charge:R:1 method="wB97M-V/def2-TZVPD" homo_ev=-9.11 orbital_gap_ha=0.367 e_lumo_ev=0.88
C -6.319701 1.370337 2.979543 0.6 0.3 -0.7 -0.632
C -5.546057 1.827280 1.593039 0.3 -0.8 0.0 -0.408
C -4.113589 0.983502 1.580613 0.1 1.1 0.6 -0.447
C -3.032141 1.724605 0.591376 -0.1 0.4 0.3 -0.081
O -2.812744 1.034418 -0.695986 1.9 -1.6 2.1 -0.870
Si -1.603139 -0.269226 -0.507991 -0.9 2.1 -3.0 1.644
O -0.166280 0.131938 -1.437422 -0.2 -1.9 2.7 -1.209
Si 1.234916 -0.806957 -0.941719 -0.1 -0.1 -1.8 1.599
C 0.898239 -2.681625 -0.653362 0.5 -1.5 0.1 -1.175
C 2.508220 -0.702340 -2.431485 -1.4 -0.1 -1.4 -0.508
O 3.702359 -1.523346 -2.211097 0.2 2.5 0.0 -0.572
C 4.937240 -0.739196 -2.118392 2.1 -1.3 0.0 -0.075
C 5.622512 -0.890451 -0.614924 -0.7 0.6 -0.7 -0.433
C 5.250710 0.478766 0.207744 0.5 -0.3 0.0 -0.638
H -7.371648 1.881480 3.087319 2.1 -1.2 -0.1 0.221
H -5.619928 1.669028 3.877654 -1.5 -0.5 -1.7 0.208
H -6.384320 0.197061 2.960715 -0.2 2.3 0.1 0.212
H -5.343003 2.994220 1.540972 -0.3 -2.5 0.4 0.205
H -6.154776 1.565722 0.610227 1.1 0.4 2.2 0.213
H -4.264304 -0.165788 1.359845 0.3 2.4 0.2 0.221
H -3.665118 1.060121 2.683822 -1.0 -0.2 -2.3 0.203
H -1.993376 1.812685 1.150947 -2.1 0.1 -1.0 0.169
H -3.449016 2.805948 0.321365 1.1 -2.3 0.7 0.199
H -2.207424 -1.448406 -1.178612 0.1 0.2 0.1 -0.225
H -1.362273 -0.598212 0.891435 0.3 0.3 0.4 -0.221
H 1.897742 -0.282898 0.266532 -0.2 0.2 0.1 -0.224
H 1.123597 -2.964645 0.478593 -0.8 0.5 -2.4 0.252
H -0.145752 -3.063575 -1.019633 1.9 0.7 0.9 0.255
H 1.710559 -3.284796 -1.284189 -1.7 1.3 1.3 0.269
H 1.927501 -1.197429 -3.349812 1.2 1.1 1.7 0.206
H 2.702129 0.407687 -2.740556 0.0 -2.0 0.5 0.208
H 5.710734 -1.243205 -2.875656 -1.7 1.0 1.4 0.181
H 4.856870 0.379890 -2.444366 -0.3 -2.0 0.8 0.183
H 5.213224 -1.853587 -0.070835 0.7 2.0 -1.2 0.221
H 6.771520 -1.048585 -0.776347 -2.1 0.6 0.5 0.208
H 5.667994 0.368519 1.310106 -1.0 0.6 -2.3 0.218
H 5.732155 1.412484 -0.352475 -0.9 -2.0 1.4 0.209
H 4.086368 0.658573 0.213013 2.3 -0.5 0.1 0.215

---

| no. | calculated total energy (Eh) | molecular weight (g/mol) |
| --- | --- | --- |
| 1 | -2297.782203 | 384.3 |
| 2 | -740.984432 | 219.2 |
| 3 | -1244.886392 | 240.2 |
| 4 | -583.012021 | 180.3 |
| 5 | -1161.947455 | 236.5 |